No. 1
DFT (ωB97M-V/def2-TZVPD) results for C22H36NiO24S3 as an isolated structure.

Computed properties:
2S+1 = 3
expectation value of S² = 2.005
highest occupied orbital energy (alpha / beta) = -9.971 / -9.971 eV

Each line ends with the Löwdin spin population.
Geometry (Å):
Ni  -2.2136  -1.1217  3.0561  1.664
S  -0.8830  -0.3538  0.8851  0.004
O  -0.7409  -0.8791  -0.4526  0.012
O  -0.1807  0.9055  1.0259  0.007
O  -2.2988  -0.1974  1.3307  0.112
O  -0.4786  -1.3293  1.9527  0.123
C  -0.6607  -2.7772  -3.3711  0.000
C  0.7294  -2.5866  -3.9465  0.000
O  0.5173  -2.2873  -5.3161  0.000
C  -0.8227  -2.2963  -5.5873  0.000
O  -1.2745  -2.0873  -6.6593  0.000
O  -1.5209  -2.5811  -4.4890  0.000
H  -0.7971  -1.9604  -2.6593  0.000
H  -0.8217  -3.7152  -2.8436  0.000
H  1.3837  -3.4535  -3.8454  0.000
H  1.2058  -1.7278  -3.4697  0.000
C  2.7150  0.8672  -0.3782  0.000
C  2.6090  -0.3042  -1.3304  0.000
O  2.8227  0.2508  -2.6181  0.000
C  2.8879  1.6086  -2.5250  0.000
O  3.0543  2.3150  -3.4715  0.000
O  2.6158  2.0044  -1.2729  0.000
H  3.7054  0.9483  0.0696  0.000
H  1.9378  0.9024  0.3764  0.000
H  1.6032  -0.7417  -1.3027  0.000
H  3.2997  -1.1227  -1.1259  0.000
C  1.0835  3.8493  1.2379  0.000
C  0.3542  4.1392  -0.0685  0.000
O  -0.5689  5.1353  0.3283  0.000
C  -0.4438  5.4941  1.6101  0.000
O  -1.0338  6.3656  2.1579  0.000
O  0.3795  4.6056  2.2461  0.000
H  2.0934  4.2641  1.3090  0.000
H  1.0644  2.8103  1.5599  0.000
H  -0.1020  3.2161  -0.4240  0.000
H  1.0452  4.5615  -0.7959  0.000
C  1.3201  0.2762  3.6806  0.000
C  2.2245  1.2628  4.4314  0.000
O  2.9434  0.3901  5.2965  0.000
C  2.4624  -0.8672  5.2665  0.000
O  2.7929  -1.7665  5.9654  0.000
O  1.5163  -0.9656  4.3106  0.000
H  1.6046  0.2576  2.6275  0.000
H  0.2888  0.6252  3.5853  0.000
H  1.6066  1.9097  5.0523  0.000
H  2.9030  1.7621  3.7486  0.000
C  -3.4486  2.2493  -0.3602  0.001
C  -4.5514  1.8347  0.5972  0.000
O  -5.1902  3.0991  0.8154  0.000
C  -4.2261  4.0508  0.6965  0.000
O  -4.3540  5.1587  1.0784  0.000
O  -3.1363  3.5623  0.0688  0.000
H  -3.8005  2.1854  -1.3944  0.000
H  -2.6084  1.5500  -0.3140  0.001
H  -4.1643  1.5309  1.5703  0.000
H  -5.2399  1.1434  0.1190  0.000
C  -0.6516  1.0341  -2.8337  0.000
C  -2.0153  0.4435  -3.2092  0.000
O  -2.6908  1.5985  -3.6553  0.000
C  -1.8326  2.5172  -4.0934  0.000
O  -2.0705  3.5416  -4.6472  0.000
O  -0.5719  2.1456  -3.7380  0.000
H  0.1979  0.3979  -3.0723  0.000
H  -0.6373  1.3922  -1.8033  0.000
H  -2.4147  -0.0942  -2.3528  0.000
H  -1.8400  -0.2237  -4.0536  0.000
C  -1.0379  -4.2868  0.8402  0.001
S  -2.7349  -4.0285  1.4792  0.015
O  -2.6597  -2.9299  2.5379  0.056
C  -3.3077  -3.1757  -0.0138  0.002
H  -1.1289  -4.8466  -0.0927  0.000
H  -0.4531  -4.9461  1.4821  0.000
H  -0.5320  -3.3341  0.7057  0.000
H  -4.3532  -2.9020  0.1370  0.000
H  -3.2671  -3.7599  -0.9308  0.000
H  -2.7269  -2.2587  -0.1116  0.000
C  2.4077  -2.6854  1.1941  0.001
S  4.1652  -2.2233  1.2934  0.000
O  4.1541  -0.8396  1.9137  0.000
C  4.6185  -3.3578  2.6495  0.000
H  2.2437  -3.7440  0.9670  0.000
H  1.9503  -2.0666  0.4286  0.000
H  1.8805  -2.5904  2.1459  0.000
H  3.9745  -3.1502  3.5056  0.000
H  5.6441  -3.2102  2.9788  0.000
H  4.4814  -4.3864  2.3143  0.000

Force components x, y, z for each atom (eV/Å):
Ni 1.35 -0.72 -2.54
S 1.98 1.54 -0.04
O -0.56 -0.87 -0.11
O -0.21 -0.11 0.07
O -2.84 0.45 0.52
O 0.56 -0.91 1.24
C 0.22 0.94 0.50
C 0.72 0.05 0.13
O -0.48 -0.10 -0.06
C 1.21 0.00 -0.65
O -0.29 0.08 -0.10
O -0.70 -0.58 0.86
H -0.52 -0.19 0.09
H -0.22 -0.20 -0.43
H -0.07 -0.01 -0.15
H 0.19 -0.08 -0.15
C 0.97 0.59 -0.17
C -0.82 -0.68 0.17
O 0.51 -0.07 0.08
C -0.65 0.29 -1.05
O 0.11 -0.25 0.71
O -0.12 -0.04 0.32
H -0.13 -0.25 0.23
H -0.07 0.10 -0.13
H -0.03 0.16 -0.08
H 0.32 0.28 -0.17
C 0.67 0.35 1.32
C 0.86 -0.12 0.71
O -0.53 0.61 -0.91
C -0.26 -1.00 0.73
O 0.17 0.12 -0.18
O -0.28 0.28 -0.44
H 0.10 -0.42 -0.55
H 0.03 0.00 -0.26
H -0.45 0.37 -0.20
H -0.22 -0.16 -0.23
C 0.37 1.27 -1.56
C -0.88 -0.94 0.14
O 0.62 -0.22 0.61
C 0.00 0.71 -0.26
O 0.22 -0.14 0.07
O -0.76 -0.38 -0.09
H 0.33 -0.59 0.13
H -0.19 -0.40 0.79
H 0.41 0.44 -0.10
H 0.06 0.26 0.27
C 0.05 -1.45 -0.18
C 0.12 0.72 -0.32
O 0.00 -0.25 0.03
C -0.48 0.34 -0.04
O 0.08 0.48 0.14
O 0.18 -0.38 -0.25
H -0.09 0.66 0.02
H 0.21 0.60 0.30
H -0.03 -0.50 -0.18
H -0.12 -0.11 0.38
C -0.12 0.32 -0.55
C 2.14 -0.19 -0.15
O -1.99 -0.44 0.21
C 1.56 0.96 0.23
O -0.48 -0.57 0.00
O 0.00 0.01 0.14
H -0.03 -0.13 0.30
H 0.22 -0.03 0.00
H -0.75 0.36 -0.16
H -0.55 -0.12 0.00
C -0.10 -0.51 0.22
S 0.92 0.50 -0.97
O -0.54 -0.28 0.61
C -0.57 0.49 0.28
H -0.24 0.25 -0.12
H -0.24 0.23 0.41
H -0.18 0.10 -0.04
H 0.03 -0.06 0.18
H 0.29 -0.35 0.24
H 0.14 -0.10 -0.05
C -0.16 -0.77 0.37
S -0.31 0.65 1.34
O -0.03 -0.93 -0.62
C -0.39 0.01 -0.03
H 0.49 0.03 -0.49
H -0.08 0.04 0.06
H 0.33 0.70 0.11
H -0.13 0.05 -0.10
H 0.09 0.19 -0.38
H 0.03 0.01 -0.04

***

No. 2
DFT (ωB97M-V/def2-TZVPD) results for C22H36O3P2Pt as an isolated structure.

Computed properties:
2S+1 = 3
expectation value of S² = 2.178
energy relative to the best compared isomer or geometry (same formula, charge and spin) = 172.56 kJ/mol
highest occupied orbital energy (alpha / beta) = -6.716 / -6.715 eV

Each line ends with the Löwdin spin population.
Geometry (Å):
P  -1.3955  2.7285  0.4753  0.206
P  -2.0276  -0.0293  -2.0031  0.019
C  -2.0086  2.7270  -1.4127  0.100
C  -2.8893  1.5578  -1.8430  0.011
H  -1.1132  2.8128  -2.0464  0.003
H  -2.5815  3.6589  -1.4974  0.009
H  -3.7392  1.3581  -1.1722  0.001
H  -3.3077  1.7834  -2.8395  0.003
C  -1.7508  -0.2158  -3.8616  0.006
H  -0.9432  -0.9153  -4.1019  0.001
H  -1.5379  0.7316  -4.3716  0.000
H  -2.6483  -0.6312  -4.3517  0.000
C  -3.2032  -1.4405  -2.0135  0.003
H  -3.8339  -1.4699  -2.9210  0.000
H  -3.8418  -1.4044  -1.1260  0.000
H  -2.6203  -2.3674  -1.9849  0.000
C  -0.3039  4.2209  0.1037  0.015
H  0.1432  4.5700  1.0438  0.006
H  -0.8781  5.0185  -0.3757  0.001
H  0.4736  3.8730  -0.5781  0.003
C  -3.2501  3.1431  1.0451  0.011
H  -3.7667  2.1871  0.8672  0.000
H  -3.6670  3.9402  0.4253  -0.001
H  -3.4402  3.3654  2.1625  0.017
Pt  -1.6347  3.3826  2.5045  0.390
C  0.2789  -2.1683  -2.4644  0.186
C  1.2978  -1.3616  -2.8110  -0.164
C  1.3078  0.1342  -3.0065  -0.008
C  1.1258  0.8651  -1.6655  0.082
C  0.4797  0.0921  -0.6116  0.607
C  -0.8806  -0.4904  -0.6357  0.105
C  -0.7701  -1.9498  -0.1458  0.051
C  0.0986  -2.7957  -1.1120  0.025
C  -0.3714  2.5681  3.7745  0.148
H  -0.3491  -2.6241  -3.2506  -0.003
H  2.3198  -1.7629  -2.8757  0.005
H  0.5130  0.4241  -3.6911  -0.007
H  2.2426  0.4531  -3.4732  0.000
H  2.1086  1.1703  -1.3045  0.004
H  0.5608  1.8021  -1.7590  0.033
H  0.6608  0.4936  0.3600  0.029
H  -1.3612  0.0958  0.2130  0.021
H  -1.7460  -2.4487  0.0354  0.004
H  -0.2403  -1.9420  0.8366  0.003
H  1.0748  -3.0169  -0.6353  0.008
H  -0.3559  -3.7985  -1.2308  0.001
H  -0.7139  1.5225  3.7044  0.014
H  -0.5037  3.0338  4.7721  0.029
H  0.6626  2.6948  3.4317  0.016
O  1.0810  -2.7967  3.5722  0.000
C  2.3743  -2.7383  3.2931  0.000
C  3.2154  -3.8431  3.5700  0.000
C  4.5724  -3.7552  3.3013  0.000
C  5.1115  -2.5927  2.7149  0.000
C  4.2753  -1.5166  2.4011  0.000
C  2.9173  -1.5584  2.7040  0.000
C  2.0025  -0.4204  2.3184  0.002
O  2.5267  0.5370  1.7178  0.002
O  0.7555  -0.5686  2.6219  0.000
H  0.7122  -1.8442  3.2619  0.000
H  2.7421  -4.7308  3.9926  0.000
H  5.2069  -4.6073  3.5350  0.000
H  6.1770  -2.5229  2.4959  0.000
H  4.6565  -0.6176  1.9176  0.000

Force components x, y, z for each atom (eV/Å):
P -0.55 0.96 -2.64
P -0.72 -2.47 -2.04
C 0.33 -0.27 0.90
C -0.18 -0.03 0.00
H -0.32 -0.02 0.12
H 0.16 -0.17 -0.04
H 0.24 0.31 -0.04
H 0.04 -0.34 0.29
C 0.67 0.36 -0.35
H -0.29 0.36 0.21
H 0.11 -0.05 0.32
H 0.15 0.32 0.66
C -0.73 0.25 0.46
H 0.29 0.26 0.61
H 0.02 -0.18 -0.05
H -0.01 0.28 -0.02
C -0.24 -0.35 0.10
H 0.00 0.00 -0.49
H 0.09 -0.02 0.07
H 0.15 0.12 0.01
C -0.70 0.05 -1.11
H 0.15 0.44 0.22
H -0.12 -0.09 0.18
H -0.69 0.09 -0.85
Pt 0.18 -0.23 2.54
C -1.87 -1.99 0.07
C 2.56 1.32 -0.23
C -0.64 0.01 -2.07
C 0.73 -0.13 -0.30
C -0.24 0.64 0.31
C -0.30 0.91 1.23
C -0.11 -0.60 -0.12
C 1.33 -2.37 -0.27
C 0.83 0.21 0.81
H -1.08 1.51 0.47
H 0.14 0.14 2.05
H 0.07 0.33 -0.08
H -0.10 -0.05 0.03
H 0.00 -0.05 0.15
H 0.12 0.15 -0.48
H 0.66 -0.18 0.79
H -0.14 -0.62 -0.76
H 0.47 0.47 -0.20
H -0.50 0.45 -0.62
H -0.29 0.40 -0.11
H 0.00 0.40 0.12
H 0.59 0.21 0.48
H 0.09 -0.46 -0.28
H -0.12 -0.33 0.24
O -0.73 0.28 0.00
C 0.89 0.32 -0.24
C -0.42 0.53 -0.09
C -0.07 0.39 -0.25
C -0.16 -0.02 0.03
C 0.18 -0.40 0.25
C -0.26 -0.83 0.12
C 0.67 0.16 -0.13
O -0.92 -0.16 0.23
O 0.25 0.41 -0.42
H 0.37 -0.64 0.14
H 0.27 0.19 -0.06
H 0.01 0.17 -0.06
H -0.25 -0.10 0.07
H -0.06 -0.22 0.16

***

No. 3
DFT (ωB97M-V/def2-TZVPD) results for C22H36O3P2Pt as an isolated structure.

Computed properties:
2S+1 = 5
expectation value of S² = 6.044
energy relative to the best compared isomer or geometry (same formula, charge and spin) = 87.84 kJ/mol
net charge = +2
highest occupied orbital energy (alpha / beta) = -10.630 / -13.505 eV

Each line ends with the Löwdin spin population.
Geometry (Å):
P  0.1266  -1.3559  -6.2225  0.230
P  0.0669  1.7300  -6.1202  0.300
C  -0.2278  -0.4670  -7.8579  0.070
C  0.3139  0.9518  -7.8300  0.070
H  -1.3191  -0.4822  -8.0234  0.002
H  0.2707  -1.0421  -8.6569  0.005
H  1.3933  0.9790  -8.0632  0.002
H  -0.2330  1.5762  -8.5577  0.006
C  -1.5260  2.5168  -6.6313  0.044
H  -1.8000  3.2715  -5.8869  0.000
H  -2.3158  1.7589  -6.6939  0.000
H  -1.3926  2.9939  -7.6123  0.012
C  1.1600  3.1472  -6.5501  0.038
H  0.8444  3.5793  -7.5110  0.011
H  2.1936  2.7864  -6.6261  0.000
H  1.0896  3.8951  -5.7528  0.000
C  -0.9753  -2.7582  -6.6696  0.027
H  -0.8357  -3.5561  -5.9323  0.000
H  -0.7241  -3.1181  -7.6780  0.008
H  -2.0161  -2.4118  -6.6450  0.000
C  1.6897  -2.0839  -6.8862  0.029
H  2.4643  -1.3115  -6.9542  0.000
H  1.4939  -2.5009  -7.8837  0.009
H  2.0225  -2.8789  -6.2117  0.000
Pt  0.0692  -0.0891  -0.1442  0.945
C  0.6943  1.5179  -1.5278  0.145
C  -0.7215  1.4403  -1.5338  0.053
C  -1.5424  0.8227  -2.6317  0.017
C  -1.8718  -0.6743  -2.4161  0.043
C  -0.8214  -1.4662  -1.6981  0.210
C  0.5783  -1.3809  -1.8922  0.012
C  1.2618  -0.5563  -2.9587  0.040
C  1.6049  0.8995  -2.5433  0.030
C  0.2013  -1.5479  1.2815  0.301
H  1.1351  2.3474  -0.9691  0.011
H  -1.2516  2.2006  -0.9471  0.000
H  -1.1034  1.0013  -3.6220  0.012
H  -2.5077  1.3394  -2.6225  0.000
H  -2.7582  -0.7110  -1.7672  0.003
H  -2.1629  -1.1192  -3.3774  0.014
H  -1.1996  -2.3585  -1.1883  0.011
H  1.1632  -2.2427  -1.5378  0.004
H  0.7032  -0.5838  -3.9070  0.030
H  2.2237  -1.0360  -3.1708  0.000
H  2.5975  0.8699  -2.0728  0.004
H  1.7016  1.5219  -3.4446  0.010
H  0.9445  -1.2128  2.0288  0.038
H  0.4785  -2.5304  0.8601  0.020
H  -0.7960  -1.5983  1.7594  0.024
O  1.3413  2.9491  3.0850  0.234
C  0.4210  2.5936  4.0032  0.181
C  0.5975  2.9803  5.3538  0.145
C  -0.2969  2.5443  6.3199  0.014
C  -1.3864  1.7546  5.9579  0.257
C  -1.6087  1.4322  4.6183  0.038
C  -0.7052  1.8072  3.6220  0.112
C  -0.9640  1.3527  2.1999  0.027
O  -2.0814  0.9170  1.8868  0.036
O  0.0826  1.4091  1.3831  0.107
H  1.0529  2.4990  2.2332  0.002
H  1.4478  3.6139  5.6046  0.003
H  -0.1298  2.8193  7.3760  -0.003
H  -2.0904  1.3937  6.7207  0.010
H  -2.4838  0.8590  4.3100  -0.001

Force components x, y, z for each atom (eV/Å):
P -0.18 -2.39 -3.20
P -0.03 2.65 -3.30
C -0.33 0.26 0.44
C 0.36 -0.42 0.44
H 0.43 0.03 0.12
H -0.45 0.06 0.39
H -0.45 -0.03 0.16
H 0.47 -0.05 0.39
C -0.54 -0.15 1.13
H -0.19 -0.11 -0.19
H 0.04 0.26 0.02
H 0.09 -0.16 0.35
C 0.41 0.09 1.07
H 0.02 -0.19 0.30
H -0.19 0.24 0.05
H 0.19 0.07 -0.29
C -0.25 -0.13 0.89
H -0.21 -0.05 -0.28
H -0.05 0.12 0.32
H 0.19 -0.24 0.01
C 0.47 0.06 0.98
H -0.01 -0.25 0.01
H 0.00 0.11 0.36
H 0.18 0.11 -0.19
Pt 0.03 0.61 -0.64
C -0.30 0.76 -0.26
C 0.88 0.37 0.08
C -0.65 -0.29 -0.08
C -0.33 0.45 0.18
C 0.40 -1.03 -1.03
C -1.29 -0.50 0.43
C 0.63 0.31 0.25
C 0.44 -0.27 -0.05
C 0.79 -1.23 1.17
H -0.13 -0.31 0.00
H 0.31 -0.42 0.05
H 0.22 -0.06 0.13
H 0.17 0.02 -0.22
H 0.08 -0.06 -0.31
H 0.06 -0.11 0.11
H 0.23 0.30 -0.03
H -0.30 0.50 0.09
H -0.34 0.10 0.03
H -0.21 -0.03 -0.13
H -0.17 0.11 -0.25
H -0.06 -0.02 0.14
H -0.23 -0.28 -0.33
H -0.10 0.45 0.29
H 0.26 0.15 -0.43
O -1.75 -0.60 1.75
C 1.44 0.23 -1.90
C -0.09 0.24 1.17
C 1.30 0.81 0.26
C -0.58 -0.16 0.58
C 0.44 -0.11 -1.77
C -1.36 -0.54 0.67
C -0.80 -0.53 -1.11
O 1.96 0.51 0.42
O -1.31 0.90 1.98
H 0.11 -0.13 -0.12
H -0.19 -0.20 -0.06
H -0.14 -0.17 -0.75
H 0.38 0.22 -0.37
H 0.26 0.13 0.11